ORCA calculation (ωB97M-V with the def2-TZVPD basis set) on a gas-phase ion, C22H37N4 (charge +1) at a distorted geometry.

Calculated values
charge = +1
lowest unoccupied orbital energy = -2.88 eV
HOMO-LUMO gap = 7.75 eV
DFT total energy = -1079.19709 Ha
SMILES string = CC(C)n1n[n+](C(C)C)c(C(C)(C)C)c1C[C@H](c1ccccc1)N(C)C
highest occupied orbital energy = -10.63 eV

CARTESIAN COORDINATES (ANGSTROEM)
C  3.05168  0.96495  0.28779
C  2.41962  0.97565  -1.09499
C  2.88770  2.16235  -1.93596
N  0.95767  1.04004  -1.03221
N  0.44647  2.16934  -1.46186
N  -0.89990  1.97088  -1.50458
C  -1.64138  3.31667  -1.42865
C  -1.21949  4.19499  -2.62506
C  -1.21502  3.94401  -0.09874
C  -1.21797  0.71345  -1.05366
C  -2.65377  0.25560  -1.19149
C  -2.69389  -1.26358  -1.22093
C  -3.30900  0.77140  -2.48625
C  -3.41022  0.76306  0.03238
C  -0.03018  0.06725  -0.77503
C  0.31787  -1.34889  -0.42931
C  0.11769  -2.30635  1.12004
C  1.12548  -1.61169  1.99320
C  2.49693  -1.99437  2.05739
C  3.28366  -1.55354  3.14049
C  2.73878  -0.70291  4.12036
C  1.47399  -0.13343  3.89735
C  0.71116  -0.51557  2.77893
N  0.32713  -3.69175  0.98873
C  -0.58378  -4.41817  0.13300
C  0.99181  -4.57518  1.95898
H  4.14985  0.94382  0.19218
H  2.74861  1.84828  0.86679
H  2.72945  0.06644  0.82928
H  2.72662  0.04581  -1.58580
H  3.97874  2.11054  -2.07503
H  2.45440  2.15666  -2.94542
H  2.65262  3.12150  -1.44953
H  -2.72771  3.14766  -1.44779
H  -1.48803  5.27102  -2.48436
H  -0.12599  4.09666  -2.76683
H  -1.72070  3.84572  -3.54332
H  -1.58092  4.98312  0.01245
H  -1.61593  3.32230  0.71931
H  -0.10888  3.91748  -0.04423
H  -2.39324  -1.68341  -0.25193
H  -3.71665  -1.60061  -1.43999
H  -2.04483  -1.65532  -2.01631
H  -3.31097  1.86269  -2.57196
H  -2.80796  0.35273  -3.36497
H  -4.35660  0.44142  -2.53462
H  -3.38716  1.85995  0.10055
H  -4.45232  0.41185  -0.00182
H  -2.92699  0.36655  0.93614
H  -0.00336  -2.08527  -1.22332
H  1.41010  -1.37970  -0.33572
H  -1.01664  -2.08013  1.31264
H  2.97133  -2.62194  1.27078
H  4.31081  -1.93148  3.24221
H  3.26505  -0.55374  5.06771
H  1.04128  0.56383  4.62315
H  -0.24018  0.00659  2.51487
H  -0.29576  -5.47807  0.13118
H  -1.64173  -4.31478  0.43239
H  -0.47147  -4.04058  -0.88677
H  0.56675  -5.57910  1.82590
H  2.05756  -4.67321  1.71211
H  0.89780  -4.25946  3.01018

=====

ORCA calculation (ωB97M-V with the def2-TZVPD basis set) on a single C2H3NO2S molecule at a distorted geometry.

Calculated values
lowest unoccupied orbital energy = -0.26 eV
HOMO-LUMO gap = 8.51 eV
DFT total energy = -681.35326 Ha
SMILES string = O=CN(O)C=S
energy above the lowest of the compared OMol25 structures with the same formula, charge and spin = 66.6 kcal/mol
highest occupied orbital energy = -8.76 eV

CARTESIAN COORDINATES (ANGSTROEM)
O  0.18348  2.15765  -0.04334
C  -0.53339  1.20353  -0.07425
N  -0.13907  -0.12911  -0.00864
O  -1.17898  -1.02603  -0.13802
C  1.11930  -0.65629  -0.09886
S  2.54406  0.11321  -0.03284
H  -1.66299  1.34246  -0.12463
H  -1.38576  -1.31936  0.77516
H  1.05337  -1.68606  -0.25457

=====

ORCA calculation (ωB97M-V with the def2-TZVPD basis set) on a single C6H5NO molecule at a distorted geometry.

Calculated values
lowest unoccupied orbital energy = 0.57 eV
HOMO-LUMO gap = 11.08 eV
DFT total energy = -361.47622 Ha
SMILES string = C#C[C@](O)(C#N)C=C
energy above the lowest of the compared OMol25 structures with the same formula, charge and spin = 67.8 kcal/mol
highest occupied orbital energy = -10.51 eV

CARTESIAN COORDINATES (ANGSTROEM)
C  -2.39368  -1.27909  -0.14901
C  -1.37716  -0.65074  -0.03037
C  -0.03715  -0.01110  0.06350
O  0.49494  -0.04026  1.34865
C  -0.20664  1.50578  -0.19462
N  -0.28704  2.66779  -0.32145
C  0.94619  -0.80163  -0.71524
C  2.19970  -0.88550  -0.30305
H  -3.19515  -1.92375  -0.42243
H  0.28936  -0.76582  1.94016
H  0.69598  -1.00603  -1.73285
H  2.57305  -0.69008  0.70777
H  2.89897  -1.23305  -1.05899

=====

ORCA calculation (ωB97M-V with the def2-TZVPD basis set) on 2 unconnected molecules or ions with the total composition CH4N3S2 at a distorted geometry.

Calculated values
charge = +1
lowest unoccupied orbital energy (spin up / spin down) = -6.16 / -6.15 eV
HOMO-LUMO gap (spin up / spin down) = 7.32 / 7.35 eV
DFT total energy = -1000.79747 Ha
energy above the lowest of the compared OMol25 structures with the same formula, charge and spin = 30.2 kcal/mol
highest occupied orbital energy (spin up / spin down) = -13.48 / -13.50 eV

CARTESIAN COORDINATES (ANGSTROEM)
C  -0.51475  -1.19744  -0.66788
N  0.41065  2.38348  0.70436
N  -1.42402  -1.14715  -1.40000
N  0.49957  -1.06151  0.04191
S  -0.17596  2.14246  -0.77175
S  0.90571  1.29556  1.82405
H  0.49696  3.35657  1.01440
H  -2.34059  -1.43979  -1.66664
H  1.27323  -1.71140  -0.01495
H  0.62763  -0.22554  0.73721